<i>
A single C4H4N4 molecule, computed with wB97M-V/def2-TZVPD.

```
! wB97M-V def2-TZVPD RIJCOSX def2/J DEFGRID3
* xyz 0 1
H -1.453 -0.950 2.371
N -0.240 0.647 2.080
C -0.074 -0.823 0.255
H -0.387 -2.538 -1.500
N 0.211 -0.508 -2.126
C 0.363 0.600 -0.199
N 0.345 1.341 0.812
C -0.726 -0.473 1.611
H 0.069 2.241 0.980
N 0.355 0.695 -1.559
C -0.169 -1.353 -1.153
H 0.711 -1.686 0.615
*
```

Calculated values
HOMO level: -8.49 eV
Orbital gap: 8.5 eV
SMILES: C1=NN=C2NN=C[C@@H]12

***

<ii>
A single C4H4N4 molecule, computed with wB97M-V/def2-TZVPD.

```
! wB97M-V def2-TZVPD RIJCOSX def2/J DEFGRID3
* xyz 0 1
C 0.508 0.462 -0.265
C 1.934 0.619 0.070
N 3.156 0.681 0.345
H -0.616 -2.547 0.590
C -1.762 -0.207 -0.042
H 0.585 2.467 -0.336
H -1.131 1.695 -0.701
N -2.937 -0.293 0.623
C -0.344 -0.646 -0.298
N -0.115 1.791 -0.106
H 0.855 -1.968 0.298
N -0.134 -2.053 -0.179
*
```

Calculated values
HOMO level: -9.06 eV
Orbital gap: 7.9 eV
SMILES: N#C/C(N)=C(\N)C#N

***

Which is most stable, and by how much? <ii>, by 6.0 kcal/mol.

***

<i>
A single CH3NO molecule, computed with wB97M-V/def2-TZVPD.

```
! wB97M-V def2-TZVPD RIJCOSX def2/J DEFGRID3
* xyz 0 1
C 0.591 -0.582 0.791
H 0.541 -1.612 0.309
H 1.300 -0.421 1.611
O -0.632 0.356 -0.931
H -0.827 -0.590 -0.902
N 0.071 0.467 0.240
*
```

Calculated values
HOMO level: -10.33 eV
Orbital gap: 11.4 eV
SMILES: C=NO

***

<ii>
A single CH3NO molecule, computed with wB97M-V/def2-TZVPD.

```
! wB97M-V def2-TZVPD RIJCOSX def2/J DEFGRID3
* xyz 0 1
H 1.164 0.030 0.606
H -0.058 -1.560 -0.732
H 0.154 1.499 1.117
O -0.692 -0.890 -1.125
N -0.762 0.282 -0.365
C 0.194 0.640 0.499
*
```

Calculated values
HOMO level: -10.12 eV
Orbital gap: 11.1 eV
SMILES: C=NO

***

Which is most stable, and by how much? <i>, by 4.8 kcal/mol.

***

<i>
A molecular structure, H2N5O2, computed with wB97M-V/def2-TZVPD.

```
! wB97M-V def2-TZVPD RIJCOSX def2/J DEFGRID3
* xyz -1 1
N 0.772 0.300 0.870
O 3.876 -0.281 -0.528
O -3.444 -0.684 -0.180
N 2.802 0.304 -0.219
N -2.228 -0.860 0.080
H -1.821 0.974 -0.531
N 1.814 0.038 0.373
N -1.420 0.096 -0.165
H -0.349 0.112 0.298
*
```

Calculated values
HOMO level: -3.65 eV
Orbital gap: 7.9 eV

***

<ii>
A molecular structure, H2N5O2, computed with wB97M-V/def2-TZVPD.

```
! wB97M-V def2-TZVPD RIJCOSX def2/J DEFGRID3
* xyz -1 1
N -2.007 -0.579 0.031
H 0.477 -0.792 1.147
N -1.516 0.597 -0.050
H 0.135 0.865 -1.121
N 0.309 -0.762 0.114
N -0.069 0.608 -0.148
O -2.107 1.714 -0.053
O -3.208 -0.886 0.116
N -0.576 -1.592 -0.366
*
```

Calculated values
HOMO level: -3.13 eV
Orbital gap: 8.2 eV

***

Which is most stable, and by how much? <i>, by 37.2 kcal/mol.

***

<i>
A single C2H3N3O molecule, computed with wB97M-V/def2-TZVPD.

```
! wB97M-V def2-TZVPD RIJCOSX def2/J DEFGRID3
* xyz 0 1
C 0.029 -1.048 -0.023
H 0.638 1.967 1.007
N -0.638 0.963 -0.834
N -0.415 -2.052 -0.550
C 0.229 0.259 0.075
H -1.315 -2.316 -0.134
N 0.926 0.994 1.050
O -1.384 0.314 -1.534
H 1.930 0.920 0.943
*
```

Calculated values
HOMO level (spin up / spin down): -8.87 / -8.87 eV
Orbital gap (spin up / spin down): 8.6 / 8.6 eV
SMILES: N=C=C(N)N=O

***

<ii>
A molecular structure, C2H3N3O, computed with wB97M-V/def2-TZVPD.

```
! wB97M-V def2-TZVPD RIJCOSX def2/J DEFGRID3
* xyz 0 1
C -0.750 1.086 -0.980
O -0.013 1.766 -0.106
N 0.693 0.893 0.685
H 0.997 -1.460 1.621
H -0.128 -2.110 0.497
H -1.329 1.797 -1.502
N 0.765 -1.534 0.529
C 0.319 -0.246 0.153
N -0.554 -0.193 -0.897
*
```

Calculated values
HOMO level: -9.91 eV
Orbital gap: 10.8 eV

***

Which is most stable, and by how much? <ii>, by 57.2 kcal/mol.

***

<i>
A single C2H3N3O molecule, computed with wB97M-V/def2-TZVPD.

```
! wB97M-V def2-TZVPD RIJCOSX def2/J DEFGRID3
* xyz 0 1
N -1.091 0.554 0.354
C 0.793 0.990 -0.637
H 2.348 -0.483 -0.229
H -1.317 -1.522 0.051
N -0.188 1.570 0.017
O 1.575 -0.845 0.238
H -1.916 0.797 0.885
N 0.506 -0.436 -0.652
C -0.710 -0.625 -0.026
*
```

Calculated values
HOMO level: -8.74 eV
Orbital gap: 8.3 eV

***

<ii>
A single C2H3N3O molecule, computed with wB97M-V/def2-TZVPD.

```
! wB97M-V def2-TZVPD RIJCOSX def2/J DEFGRID3
* xyz 0 1
N -1.069 1.548 -1.260
N 1.002 -0.816 0.684
C -0.706 0.742 -0.089
N -1.828 0.660 -1.012
C 0.214 -0.407 -0.346
O 1.751 -1.836 0.991
H -0.937 1.242 0.834
H 0.413 -0.937 -1.296
H 1.161 -0.197 1.494
*
```

Calculated values
HOMO level (spin up / spin down): -8.76 / -8.76 eV
Orbital gap (spin up / spin down): 8.5 / 8.5 eV
SMILES: [O-]/[NH+]=C/C1N=N1

***

Which is most stable, and by how much? <ii>, by 7.7 kcal/mol.

***

<i>
2 unconnected molecules or ions with the total composition C2H3N3O, computed with wB97M-V/def2-TZVPD.

```
! wB97M-V def2-TZVPD RIJCOSX def2/J DEFGRID3
* xyz 0 1
O -0.652 -2.002 -0.482
N 1.136 -0.588 -1.037
C 0.306 -1.305 -0.559
H 2.014 -0.260 -1.053
C -0.120 -0.488 1.842
N 0.857 0.281 1.808
H -0.715 0.464 0.270
H -0.445 -1.553 2.120
N -0.658 0.583 1.252
*
```

Calculated values
HOMO level: -9.82 eV
Orbital gap: 10.5 eV
SMILES: C1=NN1.N=C=O

***

<ii>
A single C2H3N3O molecule, computed with wB97M-V/def2-TZVPD.

```
! wB97M-V def2-TZVPD RIJCOSX def2/J DEFGRID3
* xyz 0 1
N 0.149 -1.142 -0.114
N -1.943 -1.208 1.840
H -0.030 -3.202 0.204
H 0.992 1.667 -0.185
C -0.325 -2.221 0.515
C -0.199 0.029 -0.097
N 0.063 1.292 -0.360
O -1.351 -2.198 1.377
H -0.708 1.934 -0.239
*
```

Calculated values
HOMO level (spin up / spin down): -7.40 / -7.40 eV
Orbital gap (spin up / spin down): 7.5 / 7.8 eV

***

Which is most stable, and by how much? <i>, by 69.3 kcal/mol.